Computed, not measured: a structure of composition C29H49AsHgN5O2SSi4, with wB97M-V/def2-TZVPD.

CARTESIAN COORDINATES (ANGSTROEM)
Hg -0.08 0.29 -0.74
O 4.60 1.94 5.45
N 3.39 1.78 5.18
O 2.52 1.74 6.07
C 3.03 1.63 3.84
C 4.07 1.65 2.89
C 3.82 1.50 1.53
C 4.84 1.48 0.53
C 4.52 1.32 -0.79
C 3.16 1.18 -1.15
N 2.21 1.17 -0.23
C 2.49 1.32 1.06
C 1.39 1.28 2.03
N 0.15 1.09 1.55
C -0.88 1.05 2.38
C -0.73 1.20 3.75
C 0.54 1.40 4.27
C 1.66 1.45 3.41
H 5.08 1.77 3.25
H 5.87 1.59 0.85
H 5.28 1.27 -1.55
H 2.85 1.08 -2.18
H -1.86 0.90 1.93
H -1.59 1.16 4.40
H 0.69 1.51 5.32
C 1.51 5.92 -1.41
As 0.03 4.76 -0.98
C -1.48 5.97 -1.02
C 0.28 4.33 0.89
S -0.15 3.16 -2.28
H 1.43 6.85 -0.85
H 1.49 6.12 -2.48
H 2.44 5.41 -1.16
H -1.25 6.87 -0.45
H -2.36 5.49 -0.61
H -1.67 6.24 -2.05
H 0.33 5.25 1.47
H 1.20 3.77 1.00
H -0.55 3.71 1.24
N -6.78 1.82 -0.32
C -5.44 1.55 -0.42
C -4.48 2.49 -0.05
C -3.15 2.18 -0.21
N -2.71 1.01 -0.68
C -3.63 0.12 -1.04
C -4.99 0.33 -0.94
H -7.08 2.60 0.24
H -7.44 1.06 -0.40
H -4.77 3.45 0.35
H -2.38 2.90 0.06
H -3.25 -0.83 -1.42
H -5.69 -0.43 -1.25
C 3.22 -2.63 -2.17
Si 2.19 -2.91 -0.63
C 3.06 -2.12 0.83
C 2.06 -4.76 -0.32
Si -0.04 -2.22 -0.93
Si -1.29 -3.06 0.88
C -0.25 -2.91 2.44
C -2.92 -2.18 1.23
C -1.68 -4.86 0.52
Si -0.72 -2.81 -3.10
C -2.56 -2.59 -3.43
C 0.16 -1.72 -4.35
C -0.29 -4.62 -3.38
H 4.27 -2.87 -1.97
H 3.18 -1.58 -2.49
H 2.89 -3.26 -3.01
H 3.83 -2.79 1.22
H 2.37 -1.89 1.65
H 3.54 -1.18 0.54
H 3.05 -5.23 -0.29
H 1.48 -5.27 -1.10
H 1.57 -4.96 0.64
H 0.09 -1.88 2.57
H 0.63 -3.55 2.40
H -0.84 -3.19 3.32
H -2.79 -1.10 1.20
H -3.27 -2.44 2.24
H -3.70 -2.45 0.52
H -0.77 -5.44 0.31
H -2.34 -4.96 -0.35
H -2.18 -5.33 1.37
H -2.81 -1.52 -3.46
H -3.18 -3.07 -2.67
H -2.83 -3.01 -4.40
H 0.02 -0.67 -4.09
H -0.25 -1.87 -5.35
H 1.24 -1.92 -4.38
H -0.83 -5.26 -2.67
H 0.78 -4.80 -3.23
H -0.55 -4.94 -4.39

For the molar mass, the calculation gives 919.67 Da. The frontier orbital gap (spin up / spin down) comes out at 5.16 / 7.92 eV. The multiplicity is 2. Its expectation value of S² is 0.78.



Computed, not measured: a structure of composition C29H49AsN2OP2SY, with wB97M-V/def2-TZVPD.

CARTESIAN COORDINATES (ANGSTROEM)
Y -0.66 -0.59 0.47
C 2.71 0.05 2.53
C 3.44 -0.39 1.26
C 4.71 0.43 1.08
P 2.22 -0.36 -0.13
C 2.79 -1.56 -1.41
C 4.25 -1.51 -1.86
C 1.84 -1.46 -2.61
C 2.24 1.30 -0.87
C 3.36 1.89 -1.45
C 3.33 3.17 -1.99
C 4.55 3.80 -2.61
C 2.11 3.85 -1.93
C 0.99 3.29 -1.37
C 1.02 1.99 -0.83
N -0.09 1.38 -0.28
C -1.31 2.11 -0.17
C -1.60 2.82 1.01
C -0.59 2.87 2.12
C -2.81 3.50 1.11
C -3.73 3.50 0.07
C -5.04 4.23 0.21
C -3.43 2.80 -1.09
C -2.24 2.10 -1.23
C -1.91 1.37 -2.51
H 3.39 0.06 3.38
H 1.87 -0.61 2.79
H 2.31 1.06 2.42
H 3.71 -1.45 1.36
H 4.47 1.49 1.01
H 5.28 0.15 0.20
H 5.35 0.29 1.95
H 2.62 -2.54 -0.93
H 4.47 -0.58 -2.38
H 4.45 -2.33 -2.56
H 4.94 -1.62 -1.02
H 1.92 -0.48 -3.09
H 0.80 -1.61 -2.32
H 2.08 -2.22 -3.36
H 4.30 1.36 -1.47
H 5.38 3.10 -2.64
H 4.87 4.67 -2.04
H 4.35 4.13 -3.63
H 2.05 4.86 -2.34
H 0.06 3.85 -1.34
H -0.47 1.90 2.61
H -0.90 3.59 2.88
H 0.39 3.17 1.74
H -3.02 4.05 2.01
H -4.94 5.11 0.84
H -5.80 3.59 0.67
H -5.43 4.55 -0.76
H -4.13 2.81 -1.92
H -2.67 1.56 -3.26
H -1.87 0.29 -2.36
H -0.94 1.68 -2.90
C -4.57 -0.79 -1.30
P -3.57 -0.99 0.21
C -4.02 -2.66 0.78
C -4.40 0.09 1.42
H -5.61 -1.00 -1.09
H -4.21 -1.46 -2.08
H -4.47 0.24 -1.65
H -5.11 -2.76 0.86
H -3.57 -2.84 1.76
H -3.65 -3.41 0.07
H -5.46 -0.13 1.47
H -4.25 1.13 1.13
H -3.95 -0.06 2.40
S -0.51 -2.57 4.83
C -0.73 -1.56 3.61
N -0.89 -0.83 2.69
C 1.66 -3.88 1.87
As 0.12 -4.19 0.79
C -1.25 -4.96 1.88
C 0.56 -5.40 -0.63
O -0.42 -2.75 0.09
H 2.02 -4.84 2.26
H 1.38 -3.24 2.70
H 2.43 -3.41 1.27
H -0.89 -5.91 2.27
H -2.14 -5.12 1.27
H -1.46 -4.29 2.71
H 0.92 -6.34 -0.21
H 1.33 -4.94 -1.24
H -0.33 -5.57 -1.23

As for the charge: +1. For the molar mass, the calculation gives 699.57 Da. The frontier orbital gap comes out at 7.58 eV.



Computed, not measured: a structure of composition C29H49Br2F3N6O18S2 at a distorted geometry, with wB97M-V/def2-TZVPD.

CARTESIAN COORDINATES (ANGSTROEM)
C 3.54 7.40 -1.97
C 2.35 6.50 -1.67
C 2.39 5.73 -0.51
C 1.33 4.90 -0.25
C 0.24 4.79 -1.09
C -0.85 3.81 -0.69
C -0.69 2.35 -1.24
S -1.18 2.53 -3.04
C 0.79 1.83 -1.26
Br 1.38 0.97 -2.94
C 1.26 1.00 0.00
C 1.58 -0.48 -0.35
C 1.79 -1.42 0.81
O 1.42 -1.30 1.96
O 2.55 -2.54 0.46
C 2.60 1.63 0.46
C 3.06 1.26 1.89
C 4.29 0.33 1.81
Br 3.72 2.94 2.73
O 0.38 1.17 1.12
S -1.09 0.58 0.95
O -1.78 1.02 2.12
O -1.18 -0.84 0.82
C -1.77 1.39 -0.55
C -2.31 0.29 -1.44
O -1.28 -0.46 -2.11
C -1.68 -1.64 -2.61
F -2.95 -1.64 -3.05
F -1.53 -2.63 -1.71
F -0.90 -1.95 -3.65
C -3.01 2.18 -0.03
C -4.23 1.31 0.40
C -5.30 1.13 -0.71
C -4.94 1.97 1.61
C 0.20 5.58 -2.21
C 1.25 6.42 -2.47
H 3.38 8.40 -1.57
H 4.40 6.98 -1.42
H 3.79 7.38 -3.03
H 3.21 5.74 0.19
H 1.36 4.27 0.63
H -0.93 3.85 0.40
H -1.75 4.21 -1.16
H -2.49 2.84 -2.97
H 1.46 2.68 -1.28
H 0.83 -0.96 -0.99
H 2.53 -0.47 -0.89
H 2.07 -3.33 0.72
H 3.39 1.36 -0.25
H 2.55 2.72 0.41
H 2.29 0.89 2.56
H 4.23 -0.39 1.00
H 4.44 -0.11 2.80
H 5.14 0.99 1.64
H -3.00 0.68 -2.19
H -2.89 -0.44 -0.88
H -3.34 2.77 -0.89
H -2.76 2.81 0.82
H -3.88 0.33 0.75
H -5.04 0.26 -1.31
H -6.22 0.85 -0.18
H -5.43 2.04 -1.30
H -4.26 2.58 2.22
H -5.78 2.59 1.29
H -5.33 1.19 2.26
H -0.65 5.54 -2.87
H 1.23 7.05 -3.36
C 8.42 0.35 0.89
N 7.68 1.36 0.10
O 6.51 1.12 -0.16
O 8.28 2.35 -0.24
H 7.76 -0.48 1.12
H 9.26 0.01 0.29
H 8.77 0.83 1.80
C 5.14 -3.88 -1.59
N 6.16 -3.52 -0.57
O 6.40 -4.34 0.30
O 6.69 -2.43 -0.67
H 4.77 -4.87 -1.37
H 4.35 -3.15 -1.54
H 5.64 -3.86 -2.56
C -2.54 -3.21 2.31
N -3.60 -4.19 2.67
O -4.75 -3.81 2.62
O -3.24 -5.31 2.99
H -3.01 -2.27 2.05
H -1.89 -3.09 3.17
H -1.99 -3.62 1.46
C -9.34 -1.22 -0.39
N -8.88 0.01 0.31
O -7.74 0.02 0.73
O -9.67 0.92 0.41
H -8.53 -1.94 -0.40
H -10.20 -1.60 0.16
H -9.63 -0.94 -1.40
C 7.77 -7.31 -1.67
N 7.01 -6.32 -2.48
O 5.84 -6.57 -2.72
O 7.61 -5.33 -2.84
H 7.11 -8.13 -1.42
H 8.60 -7.65 -2.27
H 8.11 -6.80 -0.77
C -7.28 -4.36 4.30
N -8.55 -5.03 3.92
O -8.99 -5.87 4.67
O -9.07 -4.68 2.88
H -6.94 -4.77 5.24
H -6.56 -4.56 3.51
H -7.48 -3.29 4.38

For the molar mass, the calculation gives 1050.67 Da. The frontier orbital gap comes out at 9.11 eV.